1.
C41H68N4O3S2Si | the ωB97M-V functional and the def2-TZVPD basis

Expectation value of S² ... 2.008
Kohn-Sham gap (spin up / spin down) ... 7.723 / 7.722 eV
Total charge ... 0
Largest force on an atom ... 2.811 eV/A
2S+1 ... 3
HOMO level (spin up / spin down) ... -8.1 / -8.1 eV

```
119
Properties=species:S:1:pos:R:3:forces:R:3
C -3.55173 4.94464 -4.26318 0.242 -0.571 0.432
C -2.74833 4.63016 -2.99002 -0.147 1.235 -0.092
O -2.11218 5.55100 -2.48936 -0.189 -1.183 -0.412
N -2.79004 3.32877 -2.43592 -0.025 0.967 0.108
C -1.94530 3.30367 -1.23548 0.320 0.043 0.236
C -4.17628 2.92174 -2.14204 -0.073 -0.868 0.665
C -4.28878 1.43152 -1.73480 -1.077 -0.016 -0.160
C -4.89139 0.54976 -2.84888 1.357 -0.364 -0.099
C -4.86861 -0.97298 -2.48102 -0.646 0.634 -0.279
Si -4.11077 -2.06869 -3.82338 0.229 -0.900 0.367
C -2.19012 -2.12821 -3.72379 -0.531 0.061 0.919
C -1.72419 -1.13071 -2.63196 0.439 0.212 -0.588
C -0.22031 -0.78662 -2.65249 -0.051 1.240 0.046
S 0.83018 -2.04405 -1.86806 -0.306 -0.760 0.353
C 2.51876 -1.40583 -1.95728 0.686 0.465 -0.730
S 3.36796 -1.68255 -3.30860 -0.045 -0.002 -0.139
N 3.14201 -0.66873 -0.91088 -2.490 0.052 -0.226
C 2.47322 -0.77458 0.37496 0.760 -0.189 0.328
C 1.27917 -0.16251 0.70758 -0.211 0.533 -0.907
C 0.75538 -0.29658 1.96785 -0.881 0.240 0.759
C 1.39752 -1.03281 2.94894 0.174 -0.116 -0.031
C 2.58611 -1.64883 2.60960 0.175 -0.377 0.671
C 3.11675 -1.51870 1.34038 0.591 -0.380 0.162
C 3.43297 0.70493 -1.25701 0.829 -0.124 0.265
C 4.62918 1.20920 -0.77569 0.782 -0.648 0.665
C 5.04236 2.49398 -1.01416 -0.547 0.869 -0.637
C 4.21243 3.33060 -1.79737 1.391 -0.475 0.937
C 3.01842 2.82788 -2.24764 -0.465 0.966 -0.629
C 2.61051 1.53269 -1.98475 -0.549 -0.289 -0.168
H -4.30403 5.70975 -4.03989 0.128 -0.238 0.044
H -4.02422 4.05313 -4.68936 0.132 0.313 -0.090
H -2.83897 5.39265 -4.96354 -0.187 -0.196 0.051
H -1.87809 2.31422 -0.77349 -0.267 0.089 -0.290
H -0.92694 3.60374 -1.50272 -0.272 0.009 0.035
H -2.32365 4.02228 -0.49144 0.155 -0.190 -0.072
H -4.82801 3.08471 -3.00563 0.235 0.153 0.147
H -4.55865 3.51234 -1.28745 0.117 0.115 -0.391
H -3.33769 1.01719 -1.38629 -0.133 0.129 -0.204
H -4.98558 1.35229 -0.88383 0.306 0.095 -0.074
H -4.26156 0.68807 -3.74712 -0.249 0.184 0.110
H -5.89910 0.88016 -3.13045 0.196 -0.054 0.203
H -5.91742 -1.26237 -2.31821 0.337 -0.292 0.005
H -4.34961 -1.15378 -1.52813 -0.107 0.091 -0.219
H -4.59048 -3.45057 -3.59102 -0.066 -0.020 -0.014
H -4.57417 -1.72021 -5.18746 0.024 0.307 0.042
H -1.77254 -1.91233 -4.71433 0.153 0.069 0.312
H -1.88713 -3.13680 -3.41038 -0.096 0.100 -0.362
H -2.24163 -0.17870 -2.82979 0.301 -0.091 0.190
H -2.00715 -1.42420 -1.61174 -0.081 -0.184 -0.310
H 0.05995 -0.53437 -3.68465 0.283 -0.405 0.206
H -0.09849 0.14269 -2.07191 -0.066 -0.241 -0.124
H 0.75464 0.43160 -0.04139 0.109 -0.079 0.205
H -0.18970 0.17427 2.23911 0.189 0.031 -0.282
H 0.98231 -1.10980 3.95061 0.070 -0.014 -0.201
H 3.13293 -2.24938 3.33582 -0.158 0.170 -0.074
H 4.07158 -2.00661 1.14894 -0.227 0.168 -0.297
H 5.27160 0.54531 -0.19538 -0.200 0.075 -0.137
H 5.98885 2.84573 -0.61044 -0.161 -0.014 -0.142
H 4.55695 4.33824 -2.01438 -0.311 -0.110 -0.063
H 2.39958 3.50848 -2.83314 -0.100 -0.370 0.085
H 1.65317 1.17461 -2.35480 0.211 0.080 -0.035
C -0.49783 -5.53677 0.39896 0.366 -0.317 -0.076
C -2.02856 -5.59015 0.26640 1.650 0.781 1.037
C -2.62875 -6.50874 1.33716 -0.353 -0.530 -0.109
C -2.45764 -7.99408 1.03566 -0.014 0.046 -0.036
C -2.99327 -8.31501 -0.35681 -0.167 0.193 0.495
C -2.36119 -7.44885 -1.45082 1.346 -1.330 -0.877
N -2.40425 -5.99057 -1.11977 -2.594 -0.475 0.943
O -3.61239 -5.55991 -1.35590 0.481 0.433 -0.530
C -0.90705 -7.91435 -1.68535 0.270 0.022 0.214
C -3.06318 -7.74252 -2.77951 -0.498 0.488 -0.072
C -2.46317 -4.15636 0.59150 -0.570 0.111 -0.430
H 0.00695 -6.47986 0.20883 -0.073 -0.024 -0.049
H -0.08245 -4.79603 -0.28622 -0.036 -0.005 -0.049
H -0.20872 -5.24613 1.41030 -0.172 0.091 0.006
H -3.69975 -6.30166 1.43865 0.017 0.074 -0.156
H -2.18464 -6.28300 2.30930 0.092 0.186 -0.106
H -1.40698 -8.28351 1.12650 0.001 0.016 -0.042
H -3.00148 -8.58195 1.77863 0.034 0.003 0.003
H -2.82146 -9.37117 -0.57829 0.075 0.069 -0.197
H -4.07954 -8.17588 -0.35512 0.027 0.132 -0.081
H -0.34980 -7.18680 -2.27778 -0.028 0.044 0.054
H -0.89190 -8.85771 -2.23248 -0.184 0.046 -0.034
H -0.35780 -8.11076 -0.76653 0.006 0.122 0.002
H -4.13773 -7.57053 -2.73087 0.060 0.175 0.039
H -2.92634 -8.78893 -3.05285 0.162 -0.001 0.165
H -2.65157 -7.13070 -3.58481 -0.020 0.030 0.040
H -2.10770 -3.45509 -0.16676 0.006 -0.041 -0.019
H -2.04479 -3.85014 1.55107 0.147 -0.166 -0.033
H -3.54562 -4.05728 0.67071 0.012 -0.057 -0.147
C 2.39533 6.92317 3.59878 0.160 0.004 -0.406
C 2.83169 5.88105 4.64670 -0.612 1.943 -0.424
C 4.30143 6.09279 5.02954 0.472 -0.414 -0.082
C 5.28759 5.58895 3.98010 -0.053 -0.029 0.021
C 4.99346 4.13121 3.63587 0.162 0.341 0.439
C 3.54542 3.90571 3.19152 0.257 -0.282 -2.091
N 2.55779 4.50228 4.14353 1.637 -0.950 2.078
O 2.45709 3.70727 5.17354 -0.727 0.019 -0.405
C 3.35767 4.48301 1.77351 -0.063 0.432 -0.187
C 3.31747 2.40111 3.00930 -0.279 -0.192 0.606
C 1.97745 6.22837 5.87086 -0.125 -0.615 0.284
H 2.90654 6.84029 2.64384 0.003 -0.065 0.015
H 1.32319 6.85121 3.40740 0.021 -0.082 0.013
H 2.59766 7.93231 3.96106 -0.011 -0.073 0.152
H 4.51225 5.57596 5.97203 -0.152 -0.088 -0.033
H 4.48467 7.15288 5.21945 -0.225 0.021 -0.008
H 5.24782 6.21767 3.08608 -0.036 -0.031 -0.012
H 6.30594 5.67233 4.36691 -0.013 0.028 -0.020
H 5.67578 3.79788 2.84975 -0.183 -0.088 -0.102
H 5.21252 3.51316 4.51312 -0.153 -0.010 0.019
H 2.29949 4.55309 1.51359 -0.009 0.068 0.084
H 3.81875 3.85266 1.01411 0.036 -0.236 0.221
H 3.81799 5.45996 1.63081 -0.122 0.058 0.098
H 3.53211 1.83337 3.91431 -0.140 0.104 0.066
H 3.97738 2.01232 2.23223 0.014 0.218 -0.074
H 2.28922 2.19191 2.70676 0.017 0.013 0.036
H 0.91868 6.04855 5.67761 0.027 -0.047 -0.013
H 2.09709 7.28365 6.11924 0.091 0.018 -0.202
H 2.26566 5.65998 6.75422 -0.039 -0.114 -0.097
```
Positions in Å, forces in eV/Å.

Mulliken atomic charge list, values in e, 99 entries:
1 C -1.0543
2 C 0.5789
3 O -0.5832
4 N 0.1764
5 C -1.1245
6 C -0.8782
7 C -0.2202
8 C -0.8681
9 C -0.7603
10 Si 0.2466
11 C -0.7248
12 C -0.2707
13 C 0.2239
14 S 0.1652
15 C -0.1977
16 S -0.1986
17 N 0.4717
18 C -0.2313
19 C 0.4715
20 C -1.1987
21 C -0.5330
22 C -0.7251
23 C -0.3056
24 C -0.5989
25 C -0.1295
26 C -0.7473
27 C -0.4195
28 C -0.9102
29 C 0.5815
30 H 0.2770
31 H 0.2973
32 H 0.3622
33 H 0.3750
34 H 0.3721
35 H 0.3669
36 H 0.5515
37 H 0.2469
38 H 0.0937
39 H 0.2708
40 H 0.3325
41 H 0.4426
42 H 0.6184
43 H 0.3247
44 H -0.1872
45 H -0.2000
46 H 0.4750
47 H 0.2961
48 H -0.2330
49 H 0.2691
50 H 0.6091
51 H -0.5172
52 H 0.4203
53 H 0.4497
54 H 0.5159
55 H 0.4442
56 H 0.4950
57 H 0.4278
58 H 0.3789
59 H 0.4315
60 H 0.4048
61 H 0.3729
62 C -1.6793
63 C 1.8257
64 C -1.4425
65 C -0.5026
66 C -1.2600
67 C 1.6515
68 N 0.7418
69 O -0.6306
70 C -1.8074
71 C -1.8903
72 C -1.9386
73 H 0.2847
74 H 0.2419
75 H 0.4427
76 H 0.3613
77 H 0.4073
78 H 0.3077
79 H 0.4204
80 H 0.3692
81 H 0.3770
82 H 0.3489
83 H 0.4832
84 H 0.3489
85 H 0.3554
86 H 0.4493
87 H 0.4206
88 H 0.3802
89 H 0.4570
90 H 0.4222
91 C -1.6303
92 C 1.5385
93 C -1.2824
94 C -0.5150
95 C -1.4020
96 C 2.2330
97 N 0.4306
98 O -0.6027
99 C -1.6689

2.
H4O2Si2 | the ωB97M-V functional and the def2-TZVPD basis

Relative energy (zero: lowest compared OMol25 entry of this formula, charge and spin) ... 342.1 kJ/mol
Kohn-Sham gap ... 9.367 eV
Total charge ... 0
Largest force on an atom ... 2.079 eV/A
2S+1 ... 1
HOMO level ... -10.1 eV

```
8
Properties=species:S:1:pos:R:3:forces:R:3
O 0.95622 -0.59678 -0.23610 0.763 1.405 -0.660
O -1.24862 1.19227 0.31506 -1.119 -0.823 0.667
Si 0.08058 1.53692 -0.32647 1.497 -1.383 -0.411
Si -0.16103 -1.42825 0.36507 -1.276 0.763 0.443
H 1.21274 2.09870 0.39219 0.199 0.300 0.213
H 0.25375 1.63564 -1.76813 -0.010 0.167 -0.351
H -1.15003 -2.14133 -0.42740 -0.100 -0.241 -0.189
H -0.29515 -1.63442 1.79699 0.046 -0.187 0.290
```
Positions in Å, forces in eV/Å.

Mulliken analysis output, partial charges in e:
1 O -0.4139
2 O -0.5586
3 Si 0.5952
4 Si 0.6396
5 H -0.0856
6 H -0.0874
7 H -0.0457
8 H -0.0436

3.
C23H45N8O7P3 | the ωB97M-V functional and the def2-TZVPD basis

Kohn-Sham gap ... 7.180 eV
Total charge ... 0
Largest force on an atom ... 8.268 eV/A
2S+1 ... 1
HOMO level ... -7.7 eV

```
86
Properties=species:S:1:pos:R:3:forces:R:3
N 0.11724 3.60010 0.67236 0.431 -0.026 -0.476
C -0.04747 2.49240 0.41878 -1.984 -2.241 0.931
C -0.57370 1.02049 0.47940 1.469 0.304 -0.444
C -1.59804 0.63719 -0.67828 2.414 0.183 -1.511
C -0.72443 0.34650 -1.95845 -2.014 0.619 1.638
N -0.25637 0.08827 -2.97223 0.256 -0.069 -0.070
O -2.51220 1.66753 -1.05985 -0.311 -0.859 1.115
C -3.41261 2.03382 -0.01519 -2.849 0.245 1.700
O -3.15670 2.80178 0.86666 1.115 -0.479 -1.048
C -4.86926 1.45574 -0.01461 -0.913 -1.058 -1.344
C -5.28238 0.71765 -1.21225 -1.400 -0.139 1.284
C -6.60521 0.08593 -1.33248 0.696 1.626 2.904
C -7.51655 0.23850 -0.17312 2.295 0.923 -0.405
C -7.10982 1.02474 1.02713 1.322 -0.263 -1.419
C -5.78653 1.64649 1.14420 -0.349 -1.498 -2.854
P -2.39144 -1.00134 -0.20584 -0.766 -3.267 2.053
O -3.15022 -0.96559 1.07929 0.577 0.617 -1.798
O -3.26482 -1.69981 -1.45772 1.914 2.333 0.959
O -1.09768 -2.04851 0.05047 -1.697 1.336 -0.967
H -0.97139 0.72619 1.48565 0.260 0.862 -0.785
H 0.34418 0.37777 0.30834 -1.124 0.539 0.269
H -4.56048 0.60158 -2.06045 -0.806 0.332 0.949
H -6.87156 -0.48818 -2.24876 0.133 0.574 0.994
H -8.51677 -0.25090 -0.22936 0.944 0.593 0.253
H -7.82638 1.13205 1.87918 0.726 -0.161 -0.968
H -5.43367 2.23991 2.01848 -0.497 -0.681 -0.824
H -3.12550 -1.10660 -2.23048 -0.268 -0.764 0.140
H -1.51957 -2.82332 0.48319 0.437 0.493 -0.149
O 0.48295 1.96989 4.16900 3.251 1.839 1.843
P -0.02786 2.02906 5.60842 -6.978 -3.383 -2.838
N -0.28232 0.33837 5.72713 0.603 -1.431 0.441
C -1.54020 -0.36999 5.80609 -0.341 0.363 0.372
C 0.87186 -0.53668 5.57713 0.432 0.438 -0.088
N -1.48329 2.85731 5.20732 -0.102 0.713 -0.145
C -2.83162 2.43979 5.54561 -0.170 0.224 0.662
C -1.51335 3.59276 3.94465 0.376 -0.069 -0.194
N -0.50154 2.20754 7.30537 3.125 1.625 0.206
C -0.29010 3.60656 7.75865 -0.375 0.512 0.102
C 0.18286 1.35954 8.29674 -0.034 -0.620 0.130
H -2.19152 0.03790 6.58374 -0.088 0.122 -0.141
H -1.40332 -1.41686 6.09130 0.287 0.103 -0.088
H -2.06748 -0.35897 4.84652 -0.191 -0.028 0.032
H 1.43255 -0.60132 6.52036 0.104 -0.190 -0.011
H 1.56186 -0.17007 4.81211 -0.057 0.068 0.010
H 0.59841 -1.55214 5.28739 -0.202 0.113 0.019
H -3.19953 1.66083 4.86886 -0.024 -0.029 -0.020
H -3.52468 3.28528 5.47573 0.144 0.058 -0.139
H -2.92144 2.09428 6.57477 0.203 -0.161 -0.080
H -1.67012 2.92120 3.09263 0.034 0.127 -0.072
H -0.58561 4.14144 3.79161 -0.007 -0.201 -0.119
H -2.31195 4.33995 3.93776 -0.114 -0.179 0.236
H 0.77255 3.86989 7.74421 -0.032 0.021 0.243
H -0.67409 3.74883 8.77143 0.071 -0.200 -0.022
H -0.81765 4.31965 7.12574 0.009 -0.246 -0.146
H 1.27065 1.42770 8.20615 -0.003 -0.034 0.197
H -0.11258 0.31423 8.21051 0.044 0.077 -0.333
H -0.09729 1.65014 9.31249 0.004 0.300 -0.180
O 6.17835 -1.08713 -5.75250 2.295 -3.309 1.353
P 5.08371 -2.14763 -5.64754 -5.299 5.928 -2.265
N 4.59591 -1.99786 -7.28287 0.150 -0.559 -1.504
C 3.36161 -1.44978 -7.79758 -0.432 -0.225 0.399
C 5.57505 -2.30317 -8.31659 0.489 -0.152 0.370
N 4.08150 -1.21336 -4.60326 0.117 0.096 0.719
C 2.68408 -0.88032 -4.82059 -0.428 -0.512 0.286
C 4.71564 -0.13624 -3.84659 0.334 0.014 -0.131
N 3.92026 -3.46556 -5.43343 2.849 -1.712 1.151
C 4.07567 -4.08181 -4.09086 -0.315 0.037 0.547
C 3.97150 -4.58203 -6.39292 -0.163 -0.042 -0.604
H 2.48532 -1.88825 -7.31257 0.001 0.159 0.141
H 3.22397 -1.67663 -8.85854 0.310 -0.058 0.060
H 3.33103 -0.36091 -7.68950 -0.181 0.053 0.006
H 5.63609 -3.38829 -8.48209 0.067 -0.025 -0.200
H 6.57552 -1.95833 -8.04175 -0.052 0.020 0.072
H 5.33877 -1.83766 -9.27418 -0.168 0.067 0.145
H 2.56793 -0.04734 -5.52198 -0.019 0.024 -0.020
H 2.20820 -0.58232 -3.88166 0.190 0.053 -0.002
H 2.09570 -1.72823 -5.16863 0.198 -0.008 -0.178
H 4.87326 0.75075 -4.47220 0.102 0.035 0.092
H 5.67419 -0.45491 -3.44014 0.015 0.096 -0.196
H 4.10315 0.15748 -2.98924 -0.223 -0.160 -0.152
H 5.05370 -4.56359 -3.98833 -0.132 -0.207 0.022
H 3.29628 -4.82637 -3.91269 0.048 0.004 -0.205
H 3.98418 -3.34304 -3.29505 0.039 0.149 -0.243
H 4.98187 -4.99054 -6.48578 -0.094 -0.173 -0.041
H 3.61980 -4.28544 -7.38069 0.201 0.272 0.076
H 3.30092 -5.38799 -6.08371 0.120 0.132 0.299
```
Positions in Å, forces in eV/Å.

Mulliken analysis output, partial charges in e:
1 N -0.5520
2 C -0.0699
3 C -0.5458
4 C 0.8426
5 C -0.2865
6 N -0.4641
7 O -0.3963
8 C 0.5328
9 O -0.4266
10 C 0.3803
11 C -0.0002
12 C -0.7862
13 C -0.3328
14 C -0.4809
15 C -0.5227
16 P 0.9417
17 O -0.5663
18 O -0.5279
19 O -0.4861
20 H 0.4275
21 H 0.6187
22 H 0.4913
23 H 0.3527
24 H 0.3469
25 H 0.3416
26 H 0.4274
27 H 0.3857
28 H 0.3599
29 O -0.8612
30 P 0.9489
31 N 0.2907
32 C -0.9948
33 C -1.1926
34 N 0.1985
35 C -1.0542
36 C -0.9764
37 N -0.0761
38 C -1.1320
39 C -1.0137
40 H 0.3312
41 H 0.4958
42 H 0.0817
43 H 0.2909
44 H 0.3286
45 H 0.4403
46 H 0.2258
47 H 0.3855
48 H 0.3012
49 H 0.1767
50 H 0.3352
51 H 0.3744
52 H 0.3598
53 H 0.4182
54 H 0.3173
55 H 0.3549
56 H 0.2750
57 H 0.3672
58 O -0.8119
59 P 0.8671
60 N 0.1358
61 C -1.0616
62 C -1.1160
63 N 0.2307
64 C -1.0114
65 C -1.0068
66 N -0.0784
67 C -1.1289
68 C -1.0109
69 H 0.3355
70 H 0.4637
71 H 0.2577
72 H 0.2894
73 H 0.3196
74 H 0.4324
75 H 0.2467
76 H 0.3868
77 H 0.2557
78 H 0.3293
79 H 0.3059
80 H 0.2821
81 H 0.3607
82 H 0.4039
83 H 0.3205
84 H 0.3615
85 H 0.2764
86 H 0.3629

Q: Which of these has the highest 2S+1?
A: C41H68N4O3S2Si

Q: Look up the largest force on an atom of the second one.
A: 2.079 eV/A